No. 1
19
Properties=species:S:1:pos:R:3 method="wB97M-V/def2-TZVPD" multiplicity=2 e_above_lowest_kcal_mol=11.9 homo_ev="-8.127 / -9.066"
C 2.2145 -0.7835 0.7067
C 1.0375 -1.3856 0.3171
N 0.0289 -0.5938 -0.1119
C 0.0645 0.8933 -0.1768
C -1.2994 1.2687 -0.6724
C -2.0488 -0.0057 -1.0094
C -1.1456 -1.1662 -0.5524
O -1.4005 -2.3578 -0.5550
H 3.0899 -1.4122 0.8450
H 2.2973 0.3149 0.6294
H 0.8812 -2.4838 0.3082
H 0.3683 1.2192 0.8238
H 0.8184 1.2694 -0.9022
H -1.7663 1.8695 0.0818
H -1.2750 1.8335 -1.6156
H -2.9869 -0.0347 -0.4453
H -2.1954 -0.0532 -2.0995
O 1.4465 0.5687 1.8525
H 1.8708 1.0392 2.5762



No. 2
17
Properties=species:S:1:pos:R:3 method="wB97M-V/def2-TZVPD" multiplicity=1 e_above_lowest_kcal_mol=160.3 homo_ev=-7.855
C 0.6341 0.4462 -0.4677
C 1.9140 -0.8573 -1.1482
N 0.1703 -0.3868 0.5096
N -0.5166 -1.5108 0.2145
C -1.1097 0.9910 1.1132
C -2.3895 1.0148 0.7534
O 1.4510 1.4670 -0.0747
H 1.6037 1.3365 0.8741
H 0.0401 0.6836 -1.3462
H -0.3237 -2.2793 0.8420
H -1.1872 -1.4422 -0.5465
H -0.8107 1.6675 1.9189
H 1.3431 -1.5917 -1.7116
H 2.5209 -0.2222 -1.7904
H 2.5122 -1.2952 -0.3524
H -3.1268 1.6646 1.2270
H -2.7251 0.3142 -0.0150



No. 3
12
Properties=species:S:1:pos:R:3 method="wB97M-V/def2-TZVPD" total_charge=+1 multiplicity=1 e_above_lowest_kcal_mol=176.8 homo_ev="-14.384 / -13.892"
C 1.3679 1.0191 0.5801
C -0.7708 0.0101 -0.2755
C -0.3574 -1.0947 0.6359
C 0.3956 1.0055 -0.2949
N 1.2096 -1.1550 2.4521
O 0.6373 -0.5071 1.6885
H 2.3778 1.1173 0.8598
H -0.8463 -0.3112 -1.2534
H -1.5463 0.6053 0.0944
H -1.2330 -1.5914 1.0916
H 0.0925 -1.8812 -0.0308
H 0.2093 1.5241 -1.2252



No. 4
16
Properties=species:S:1:pos:R:3 method="wB97M-V/def2-TZVPD" smiles=c1cc[nH]c1.CC#N multiplicity=1 e_above_lowest_kcal_mol=74.9 homo_ev=-8.185
C -0.6709 -1.3770 0.3243
C -1.5045 -0.9149 1.4775
N -2.0354 -0.4792 2.4152
H -0.6747 -0.6472 -0.4852
H -0.6906 -2.3365 -0.1926
H 0.3612 -1.2760 0.6599
N 0.0241 0.5296 -1.4315
C -0.2095 1.5824 -0.5887
C 0.4578 1.3805 0.6252
C 1.2477 0.2367 0.3594
C 0.9937 -0.2359 -0.9444
H -0.3534 0.4746 -2.3667
H -0.9435 2.3238 -0.8679
H 0.5470 1.9520 1.5372
H 1.9596 -0.2306 1.0237
H 1.4915 -0.9823 -1.5456



Listing DFT total energy for the structures above in their given order: -439.710618 -342.946003 -285.440519 -342.814526 Ha.